(1)
Here is C33H51I2N10O3PSTa as an isolated structure from the OMol25 dataset. Energies are from ωB97M-V/def2-TZVPD.

Atoms and positions in Å:
Ta -0.416 -0.387 1.887
N 0.881 -0.631 5.547
C 1.525 -1.838 5.071
C 1.601 -1.985 3.563
O 2.039 -2.970 3.025
O 1.179 -0.929 2.847
H 1.274 -0.347 6.433
H -0.112 -0.772 5.685
H 1.074 -2.771 5.424
H 2.566 -1.859 5.400
S -1.720 -1.686 3.625
C -3.131 -2.093 2.677
N -4.087 -2.798 3.244
N -5.203 -3.128 2.683
C -5.743 -2.789 1.392
C -6.227 -1.510 1.159
C -6.761 -1.213 -0.081
C -6.824 -2.191 -1.069
C -6.358 -3.470 -0.816
C -5.808 -3.776 0.425
N -3.250 -1.718 1.380
N -2.339 -0.995 0.887
C -2.605 -0.736 -0.514
C -2.997 -1.785 -1.331
C -3.357 -1.523 -2.644
C -3.335 -0.222 -3.128
C -2.918 0.817 -2.305
C -2.539 0.563 -0.997
H -5.777 -3.703 3.282
H -6.164 -0.759 1.937
H -7.140 -0.219 -0.277
H -7.250 -1.953 -2.035
H -6.419 -4.234 -1.579
H -5.429 -4.768 0.637
H -3.030 -2.788 -0.927
H -3.667 -2.337 -3.287
H -3.635 -0.018 -4.148
H -2.898 1.833 -2.680
H -2.249 1.364 -0.336
N 2.111 -2.261 0.091
C 1.007 -2.921 0.414
O -0.022 -2.378 0.855
C 0.981 -4.394 0.155
I 0.222 -4.693 -1.820
H 2.185 -1.267 0.278
H 2.941 -2.763 -0.170
H 0.286 -4.867 0.838
H 1.961 -4.856 0.206
I -2.620 2.111 2.565
C -0.672 1.386 3.150
H -0.737 1.198 4.217
H 0.011 2.214 2.966
N 0.350 0.552 0.466
P 1.387 1.278 -0.502
N 2.925 0.821 -0.088
C 3.385 1.075 1.292
C 4.275 -0.058 1.783
C 5.405 -0.376 0.778
C 5.339 0.523 -0.454
C 3.959 0.508 -1.091
N 1.299 2.900 -0.338
C 0.008 3.550 -0.044
C 0.001 4.970 -0.587
C 1.087 5.823 0.085
C 2.306 4.967 0.463
C 2.448 3.802 -0.505
N 1.124 0.846 -2.058
C 0.734 -0.530 -2.416
C 0.117 -0.544 -3.803
C 1.113 -0.087 -4.878
C 2.140 0.889 -4.293
C 1.525 1.720 -3.176
H 2.504 1.164 1.929
H 3.917 2.032 1.348
H 3.660 -0.942 1.952
H 4.687 0.223 2.753
H 5.342 -1.421 0.461
H 6.381 -0.268 1.249
H 6.065 0.203 -1.203
H 5.607 1.548 -0.187
H 3.763 -0.481 -1.525
H 3.931 1.226 -1.915
H -0.166 3.563 1.036
H -0.796 2.965 -0.488
H -0.986 5.404 -0.431
H 0.160 4.933 -1.669
H 0.688 6.308 0.977
H 1.391 6.622 -0.593
H 2.195 4.558 1.471
H 3.218 5.565 0.462
H 3.366 3.244 -0.327
H 2.498 4.185 -1.532
H 0.023 -0.892 -1.672
H 1.604 -1.199 -2.394
H -0.753 0.114 -3.792
H -0.254 -1.548 -4.012
H 0.568 0.396 -5.692
H 1.629 -0.943 -5.318
H 2.533 1.552 -5.066
H 2.994 0.341 -3.887
H 0.656 2.273 -3.548
H 2.243 2.461 -2.823

Its lowest unoccupied orbital energy is -3.433 eV. Its net charge is +1.

(2)
Here is a 3-piece molecular cluster, C33H52ClF7N3O11S2 overall from the OMol25 dataset. Energies are from ωB97M-V/def2-TZVPD.

Atoms and positions in Å:
C -0.354 2.917 7.028
C -0.995 2.525 5.693
C -0.063 2.826 4.543
O -0.603 2.459 3.269
C -0.287 1.158 2.860
N -1.365 0.603 2.051
C -1.179 0.378 0.676
N -1.103 1.417 -0.143
S -1.135 1.254 -1.867
C -1.011 2.823 0.337
C 0.426 3.330 0.413
C 1.063 3.689 -0.942
C 2.094 2.634 -1.356
C 2.668 2.799 -2.763
C 2.005 1.942 -3.852
C 1.874 0.441 -3.532
C 2.625 -0.507 -4.494
C 1.728 -1.582 -5.107
C 1.070 -2.540 -4.120
O 1.898 -3.609 -3.711
C 2.775 -3.343 -2.631
N -1.224 -0.947 0.414
S -0.713 -1.737 -1.016
C -1.508 -1.729 1.654
C -2.517 -2.875 1.473
C -1.959 -4.227 1.070
O -2.278 -5.232 1.658
C -0.246 -2.215 2.386
C 0.900 -2.845 1.573
C 1.689 -3.789 2.464
O 2.235 -3.047 3.555
C 3.526 -3.431 3.897
C 4.551 -2.425 3.488
O 3.734 -4.474 4.447
C -2.159 -0.559 2.487
Cl -2.121 -0.848 4.212
C -3.658 -0.262 2.109
F -4.496 -1.120 2.723
F -3.847 -0.418 0.770
C -4.147 1.192 2.458
F -3.928 1.994 1.419
F -3.529 1.693 3.510
F -5.437 1.167 2.693
H -0.488 3.978 7.239
H 0.718 2.717 7.042
H -0.799 2.368 7.856
H -1.269 1.469 5.725
H -1.927 3.082 5.577
H 0.911 2.354 4.709
H 0.121 3.901 4.496
H -0.113 0.530 3.732
H 0.625 1.173 2.255
H -2.467 1.398 -1.970
H -1.525 2.922 1.284
H -1.545 3.402 -0.416
H 1.059 2.563 0.860
H 0.432 4.189 1.083
H 1.538 4.668 -0.910
H 0.302 3.737 -1.725
H 1.661 1.639 -1.220
H 2.918 2.696 -0.637
H 2.639 3.842 -3.082
H 3.723 2.518 -2.736
H 1.038 2.366 -4.137
H 2.631 2.031 -4.740
H 2.204 0.223 -2.515
H 0.815 0.173 -3.583
H 3.116 0.045 -5.295
H 3.429 -1.006 -3.947
H 0.953 -1.121 -5.726
H 2.325 -2.195 -5.787
H 0.209 -3.003 -4.607
H 0.691 -2.001 -3.240
H 2.636 -4.111 -1.866
H 2.581 -2.363 -2.187
H 3.811 -3.384 -2.969
H -1.889 -2.303 -1.338
H -3.281 -2.622 0.737
H -2.981 -3.041 2.445
H -1.285 -4.294 0.204
H 0.193 -1.415 2.978
H -0.583 -2.962 3.109
H 1.576 -2.065 1.214
H 0.557 -3.425 0.722
H 1.023 -4.573 2.836
H 2.468 -4.292 1.887
H 5.489 -2.613 3.997
H 4.176 -1.423 3.688
H 4.680 -2.503 2.406
C 4.708 5.122 -5.651
C 4.241 5.200 -7.091
O 4.550 3.906 -7.579
C 4.545 3.044 -6.532
O 4.525 1.863 -6.616
O 4.541 3.729 -5.361
F 4.918 6.126 -7.804
H 5.763 5.387 -5.570
H 4.122 5.728 -4.966
H 3.171 5.378 -7.212
C -7.087 -2.891 1.720
C -6.618 -4.075 0.901
O -7.737 -4.348 0.090
C -8.446 -3.189 -0.065
O -9.292 -3.014 -0.867
O -8.010 -2.263 0.829
F -6.327 -5.152 1.665
H -7.609 -3.224 2.618
H -6.292 -2.205 1.990
H -5.758 -3.868 0.256

Its lowest unoccupied orbital energy is -3.272 eV. Its net charge is +1.

(3)
Here is C33H52FeN3O2P2 as an isolated structure in a non-equilibrium geometry from the OMol25 dataset. Energies are from ωB97M-V/def2-TZVPD.

Atoms and positions in Å:
C -1.611 -1.640 -2.115
C 0.698 -2.001 -1.934
C -1.698 -2.468 -3.234
C 0.617 -2.978 -2.962
C -0.575 -3.194 -3.631
H -2.634 -2.478 -3.781
H 1.521 -3.500 -3.246
H -0.643 -3.883 -4.472
N -0.489 -1.563 -1.364
P -2.720 -0.466 0.113
P 2.521 -0.727 -0.057
C -2.784 -0.749 -1.713
H -2.743 0.232 -2.222
H -3.726 -1.206 -2.041
C 1.945 -1.400 -1.592
H 2.762 -1.949 -2.086
C 3.981 0.316 -0.670
C 3.100 -1.510 1.629
C -3.351 1.270 0.430
C -3.885 -1.790 0.785
C 3.698 1.719 -0.116
H 3.594 1.729 0.976
H 4.535 2.373 -0.402
H 2.777 2.126 -0.539
C 5.395 -0.135 -0.263
H 5.601 -0.124 0.810
H 5.654 -1.122 -0.668
H 6.094 0.586 -0.714
C 4.016 0.376 -2.204
H 4.750 1.141 -2.504
H 4.338 -0.576 -2.640
H 3.051 0.636 -2.644
C 3.599 -0.339 2.488
H 2.789 0.390 2.632
H 3.896 -0.721 3.475
H 4.461 0.188 2.073
C 1.929 -2.154 2.373
H 1.225 -1.405 2.752
H 1.385 -2.876 1.750
H 2.327 -2.688 3.249
C 4.128 -2.605 1.340
H 5.061 -2.244 0.898
H 4.384 -3.101 2.286
H 3.696 -3.365 0.676
C -4.328 -1.428 2.216
H -4.977 -2.245 2.575
H -3.473 -1.353 2.902
H -4.914 -0.499 2.260
C -3.113 -3.122 0.821
H -2.779 -3.431 -0.179
H -2.243 -3.077 1.491
H -3.799 -3.893 1.205
C -5.133 -1.977 -0.102
H -5.836 -2.625 0.444
H -5.650 -1.037 -0.325
H -4.885 -2.481 -1.045
C -2.551 2.260 -0.434
H -2.734 2.116 -1.506
H -2.866 3.280 -0.163
H -1.470 2.173 -0.250
C -3.142 1.662 1.908
H -2.081 1.625 2.196
H -3.491 2.701 2.027
H -3.713 1.040 2.608
C -4.839 1.309 0.048
H -4.988 1.035 -1.007
H -5.458 0.657 0.679
H -5.209 2.337 0.180
Fe -0.470 -0.613 0.353
C -0.930 -0.880 2.074
O -1.175 -1.193 3.186
N 0.530 0.822 -0.376
C 1.037 0.830 -1.495
C 0.918 1.646 -2.696
C 0.800 3.046 -2.575
C 0.911 1.043 -3.968
C 0.720 3.841 -3.723
H 0.785 3.500 -1.578
C 0.850 1.841 -5.109
H 0.954 -0.050 -4.031
C 0.759 3.238 -4.987
H 0.636 4.926 -3.643
H 0.871 1.362 -6.086
H 0.741 3.855 -5.888
C -0.472 1.938 5.133
C 0.455 2.199 3.971
N 1.403 3.135 4.243
O 0.409 1.624 2.873
H 0.096 1.814 6.066
H -1.042 1.028 4.939
H -1.166 2.781 5.262
H 1.985 3.463 3.482
H 1.393 3.654 5.108

Its lowest unoccupied orbital energy (spin up / spin down) is -2.673 / -3.978 eV. Its net charge is +1. As for the spin multiplicity: 5.

(4)
Here is a 10-piece molecular cluster, C33H52N3O17 overall in a non-equilibrium geometry from the OMol25 dataset. Energies are from ωB97M-V/def2-TZVPD.

Atoms and positions in Å:
C -1.833 1.146 0.931
C -0.617 0.384 0.337
O 0.405 0.336 1.003
N -0.820 -0.223 -0.948
H -0.855 -1.245 -0.747
H -1.630 0.154 -1.409
C 0.153 -0.147 -1.889
H -1.970 1.074 2.145
H -2.787 0.695 0.376
H -1.766 2.183 0.731
H -0.232 -0.632 -2.876
H 1.089 -0.607 -1.570
H 0.132 0.946 -2.208
N -4.081 1.205 -2.374
O -5.255 0.915 -2.665
O -3.765 2.387 -2.246
O -3.379 0.215 -2.047
N -2.306 -3.235 -0.021
O -2.979 -3.653 -0.933
O -2.924 -2.436 0.730
O -1.129 -2.968 -0.274
C -1.516 -4.825 -4.060
C -0.453 -3.684 -3.954
C -0.114 -3.060 -5.269
O -0.980 -2.761 -3.162
H -1.091 -5.518 -4.823
H -2.427 -4.315 -4.047
H -1.533 -5.436 -3.220
H 0.434 -4.161 -3.562
H 0.929 -2.709 -5.234
H -0.612 -2.097 -5.280
H -0.067 -3.840 -6.170
H -0.970 -3.154 -2.467
C -6.786 1.822 3.654
C -5.830 1.622 2.633
C -6.296 1.430 1.203
O -5.044 2.847 2.451
H -6.324 1.790 4.578
H -7.625 0.899 3.469
H -7.620 2.738 3.635
H -4.961 0.886 2.802
H -7.012 2.175 1.144
H -6.924 0.501 1.002
H -5.453 1.255 0.547
H -5.467 3.268 1.703
C 5.357 -2.673 0.920
C 3.925 -3.330 0.994
C 2.842 -2.327 0.609
O 3.868 -4.333 0.073
H 5.484 -1.858 1.490
H 5.575 -2.575 -0.068
H 6.334 -3.208 1.239
H 3.614 -3.651 2.025
H 2.803 -1.602 1.387
H 1.868 -2.646 0.493
H 3.217 -1.799 -0.156
H 3.451 -5.251 0.009
C -0.096 4.759 2.383
C 0.268 3.898 3.498
C -1.050 3.878 4.405
O 0.482 2.670 3.044
H 0.494 4.545 1.460
H -0.106 5.844 2.328
H -1.169 4.624 2.045
H 1.142 4.264 4.285
H -0.817 3.051 5.300
H -1.776 3.269 4.039
H -1.493 4.711 4.589
H 0.563 2.167 3.744
C -3.478 1.342 5.995
C -2.845 0.529 4.826
C -1.427 -0.075 5.030
O -0.834 -0.863 4.297
C -0.907 0.070 6.370
C -1.498 0.785 7.485
C -2.749 1.562 7.260
O -3.230 2.365 8.122
H -4.454 2.089 5.726
H -3.428 0.291 3.897
H 0.080 -0.262 6.657
H -1.027 0.850 8.396
C 3.321 -2.637 -3.255
C 4.763 -2.094 -3.217
C 5.640 -2.455 -4.460
O 6.660 -1.896 -4.544
C 5.070 -3.274 -5.443
C 3.804 -3.945 -5.300
C 2.907 -3.665 -4.198
O 1.881 -4.286 -3.933
H 2.850 -2.370 -2.058
H 4.856 -1.689 -2.310
H 5.720 -3.475 -6.306
H 3.497 -4.778 -5.982
C 3.448 3.593 -1.685
C 3.915 4.888 -2.309
C 4.712 4.829 -3.544
O 5.064 5.793 -4.243
C 4.938 3.515 -4.125
C 4.587 2.285 -3.368
C 3.742 2.359 -2.144
O 3.346 1.349 -1.591
H 2.812 3.744 -0.661
H 3.772 6.021 -2.006
H 5.386 3.640 -5.112
H 4.627 1.220 -3.974

Its lowest unoccupied orbital energy is -1.053 eV. Its net charge is -1.